[1]
Molecular formula: C4H7N3O2
Method: DFT, the ωB97M-V functional and the def2-TZVPD basis

XYZ file:
```
16
Properties=species:S:1:pos:R:3:forces:R:3:nbo_charge:R:1
C -1.989 -1.107 -0.175 -1.5175 3.6484 1.2088 -0.6367
C -1.218 0.231 -0.315 1.7878 -0.1960 -0.8361 0.0603
C 0.264 -0.052 0.023 0.3737 4.1814 -0.6190 0.3450
C 2.888 0.023 -0.044 -3.1163 0.3478 0.2238 0.3215
H -1.465 -1.837 -0.663 0.9327 -1.8052 -1.8417 0.2384
H -2.034 -1.456 0.843 0.1326 0.2297 0.6865 0.2160
H -3.011 -0.888 -0.471 -0.1133 -0.6602 -0.4319 0.2210
H -1.190 0.718 -1.359 -0.4452 -1.2194 1.3620 0.2069
H -1.393 0.932 1.434 -0.4461 1.2816 -0.9079 0.4694
H 3.880 -0.222 -0.296 1.0516 -0.1015 -0.3330 0.1915
H 0.449 2.109 0.016 -0.0085 0.0428 -0.6003 0.4226
N 0.901 -1.140 0.094 -1.6323 -0.6284 0.1455 -0.1844
N 2.316 1.113 -0.382 -1.0699 0.2169 1.3691 -0.2820
N 0.927 1.244 0.163 3.0953 -4.1629 -0.1310 -0.5182
O -1.521 1.367 0.543 -0.5675 -2.5048 1.1045 -0.6985
O 2.195 -1.036 0.587 1.5427 1.3299 -0.3993 -0.3727
```
Positions in Å, forces in eV/Å.

* DFT total energy: -471.2297 Ha
* 2S+1: 1
* max |F|: 0.1009 hartree/bohr
* net charge: 0
* structure (SMILES): C[C@@H](O)C1=NOC=NN1

[2]
Molecular formula: C21H18Cl2N2O3S
Method: DFT, the ωB97M-V functional and the def2-TZVPD basis

XYZ file:
```
47
Properties=species:S:1:pos:R:3:forces:R:3:nbo_charge:R:1
C 1.728 -2.446 3.330 -0.5434 -0.1201 -0.2966 -0.2552
O 2.279 -2.486 2.028 0.3100 -0.3291 -0.2274 -0.5520
C 3.391 -1.626 1.885 0.1983 0.3894 0.5710 -0.0883
C 3.032 -0.160 1.777 0.1081 0.1265 0.0718 -0.1141
C 3.800 0.768 2.474 -0.0086 0.0944 0.0460 -0.1883
C 3.551 2.133 2.420 0.0126 -0.4758 -0.2531 -0.2269
C 2.507 2.594 1.631 0.1741 0.0044 0.3411 -0.1929
C 1.730 1.682 0.938 -0.6780 -0.1504 -0.2041 -0.2259
C 1.973 0.309 0.997 0.5044 0.0630 0.0218 0.2274
N 1.161 -0.566 0.249 -0.0349 0.1369 0.0757 -0.6134
C -0.219 -0.386 0.425 -0.5929 -0.1586 -0.1047 0.1170
C -1.070 -1.450 0.728 0.0752 0.2677 -0.0859 -0.2331
C -2.427 -1.222 0.882 -0.1429 -0.0038 -0.1309 -0.2024
C -2.971 0.053 0.734 0.1449 0.1062 -0.1338 -0.0771
C -4.450 0.287 0.921 0.6133 0.3643 0.5888 -0.1030
O -4.914 -0.256 2.184 0.0361 -0.4840 -0.4197 -0.3947
N -4.116 0.254 3.212 0.0772 0.0228 -0.0009 0.3650
O -4.219 -0.392 4.178 -0.1802 0.0964 0.0659 -0.2636
C -2.127 1.117 0.435 0.0879 -0.4665 0.1543 -0.2231
C -0.767 0.887 0.287 0.5717 0.2987 -0.0073 -0.1089
S 0.371 2.199 -0.092 0.3080 0.0342 0.2687 0.2887
H 1.001 -3.252 3.385 -0.0325 -0.0804 -0.0119 0.1954
H 1.188 -1.510 3.489 0.1766 0.1377 0.2289 0.1813
H 2.484 -2.622 4.097 0.1214 0.1822 0.0273 0.1739
H 4.025 -1.731 2.772 0.1077 -0.0263 0.0108 0.1786
H 4.011 -1.946 1.049 -0.3290 -0.2025 -0.2957 0.2021
H 4.617 0.416 3.090 0.0244 -0.0987 0.0464 0.2069
H 4.178 2.792 2.999 -0.0295 0.2396 -0.0419 0.2176
H 2.304 3.654 1.583 -0.1778 0.0313 -0.0897 0.2240
H 1.437 -1.530 0.356 -0.0550 -0.0363 0.1536 0.4074
H -0.646 -2.440 0.832 -0.0533 -0.1170 0.0744 0.2178
H -3.092 -2.039 1.130 0.0394 -0.0972 0.0149 0.2216
H -5.006 -0.197 0.127 -0.3912 -0.0707 0.1772 0.2139
H -4.645 1.358 0.947 -0.1269 0.0816 -0.3140 0.1930
H -2.518 2.118 0.329 -0.0148 0.1183 0.0293 0.2247
Cl -1.179 2.573 -2.699 -0.3228 0.2292 -0.4617 0.0350
C -0.866 1.376 -3.902 -0.0018 -0.0977 0.1606 -0.0557
C -0.877 1.681 -5.256 0.0097 0.0270 -0.1289 -0.0677
Cl -1.197 3.284 -5.819 -0.0137 0.0183 0.0539 0.0263
C -0.627 0.686 -6.190 0.0362 -0.1549 -0.0167 -0.2162
C -0.363 -0.608 -5.773 -0.0031 0.0099 0.0735 -0.2072
C -0.346 -0.911 -4.418 -0.0077 0.0372 -0.0689 -0.1923
C -0.598 0.080 -3.484 0.0318 -0.1531 -0.0182 -0.2204
H -0.638 0.925 -7.244 -0.0188 0.0875 0.0185 0.2307
H -0.169 -1.380 -6.506 0.0009 0.0165 -0.0171 0.2196
H -0.137 -1.920 -4.088 -0.0034 0.0070 0.0230 0.2183
H -0.586 -0.151 -2.427 -0.0076 0.0948 0.0318 0.2361
```
Positions in Å, forces in eV/Å.

* DFT total energy: -2464.7512 Ha
* 2S+1: 1
* max |F|: 0.0180 hartree/bohr
* net charge: 0
* structure (SMILES): COCc1cccc2c1Nc1ccc(CON=O)cc1S2.Clc1ccccc1Cl

[3]
Molecular formula: C7H32ClN14O13
Method: DFT, the ωB97M-V functional and the def2-TZVPD basis

XYZ file:
```
67
Properties=species:S:1:pos:R:3:forces:R:3:nbo_charge:R:1
Cl 7.699 -7.051 -7.818 -1.3961 -1.0727 -1.6013 2.5542
O 7.418 -8.406 -7.352 0.5678 0.3372 0.5647 -0.9080
O 8.162 -6.209 -6.750 -0.0585 0.0940 0.0634 -0.8497
O 8.670 -7.151 -8.877 0.3235 0.3007 0.3443 -0.8624
O 6.457 -6.541 -8.332 0.1523 0.5134 -0.0177 -0.8554
O 5.536 -6.958 -11.225 -0.0045 0.1126 -0.3191 -0.9520
H 6.149 -6.340 -10.811 -0.0085 -0.0559 0.1252 0.4830
H 5.988 -7.807 -11.200 -0.0870 -0.1103 0.1407 0.4681
O 7.588 -3.426 -7.746 0.1216 0.0714 0.1749 -0.9539
H 8.362 -2.974 -8.095 -0.0221 -0.0637 -0.1797 0.4677
H 7.893 -4.326 -7.570 -0.1162 0.1094 0.0247 0.4799
C 8.860 -4.651 -2.742 -1.6853 -1.1841 1.1538 0.7573
O 8.967 -5.806 -2.387 0.5984 0.3990 -0.0821 -0.6071
N 8.993 -3.611 -1.856 0.7200 1.2307 -0.7504 -0.8669
N 8.300 -4.299 -3.940 0.3682 -0.0902 -0.5062 -0.8529
H 8.919 -2.695 -2.260 -0.1666 0.1860 0.5166 0.3657
H 8.921 -3.728 -0.867 0.1375 -0.3000 0.0180 0.4022
H 8.375 -3.374 -4.323 -0.0322 -0.0200 -0.0712 0.3783
H 8.157 -5.064 -4.579 0.1200 0.0347 -0.0938 0.4223
C 10.683 -7.611 -4.489 -0.3918 1.0486 0.1275 0.7641
O 9.755 -8.006 -3.830 0.0834 -0.9430 0.1030 -0.6070
N 10.518 -7.139 -5.762 0.5363 -0.3306 -0.7764 -0.8774
N 11.958 -7.430 -4.008 0.6867 -0.0851 -0.1550 -0.8638
H 11.254 -6.735 -6.313 0.1432 -0.0138 0.2077 0.3725
H 9.607 -7.090 -6.181 0.0763 -0.0544 0.5317 0.4136
H 12.210 -7.650 -3.065 -0.3450 -0.1618 0.0787 0.4011
H 12.699 -7.169 -4.631 0.0042 0.0179 0.0506 0.3708
C 5.603 -7.612 -3.658 -0.1435 0.9635 -1.1786 0.7574
O 6.696 -7.562 -3.135 0.2155 -0.6219 0.4664 -0.6417
N 5.454 -7.531 -5.016 -0.1303 2.7668 1.1756 -0.8490
N 4.441 -7.756 -2.955 -0.0067 0.7998 0.6717 -0.8597
H 4.546 -7.479 -5.433 0.0795 -0.1385 -0.3351 0.3893
H 6.305 -7.493 -5.553 -0.3506 0.1712 0.0612 0.4127
H 3.524 -7.646 -3.339 0.0209 -0.1819 -0.1206 0.3887
H 4.553 -7.954 -1.979 -0.1264 0.1972 0.0377 0.3938
C 4.338 -9.780 -9.353 -0.3043 0.8576 -0.2978 0.7818
O 3.341 -10.368 -9.732 -0.0251 -0.2523 0.1958 -0.6677
N 5.595 -10.126 -9.794 -0.1737 -0.0804 -0.2897 -0.8796
N 4.339 -8.672 -8.564 0.1801 0.1841 0.4171 -0.8508
H 6.414 -9.764 -9.346 0.0916 -0.1174 0.0032 0.3900
H 5.614 -10.955 -10.359 0.3050 -0.0314 0.0791 0.4009
H 3.478 -8.274 -8.241 -0.2383 -0.3691 -0.1320 0.4032
H 5.125 -8.039 -8.549 0.0033 -0.0829 -0.1297 0.4105
C 4.381 -10.066 -4.950 1.1689 -0.3274 -0.4207 0.7686
O 3.441 -10.024 -5.727 -0.6795 0.2108 0.2028 -0.6926
N 4.264 -10.342 -3.618 -0.2562 -0.9179 -0.4564 -0.8524
N 5.650 -9.805 -5.354 0.1905 -2.6678 -0.6353 -0.8366
H 3.370 -10.671 -3.311 0.0792 -0.0307 0.2338 0.3969
H 5.068 -10.292 -3.023 -0.1673 -0.1029 0.2071 0.3935
H 6.464 -9.902 -4.774 -0.0537 0.0962 0.1738 0.3977
H 5.800 -9.436 -6.276 -0.1923 -0.2663 0.0600 0.4187
C 8.497 -4.542 -11.744 -0.7594 0.3363 0.2886 0.7750
O 9.100 -3.779 -11.012 0.1427 -0.1873 0.1095 -0.6645
N 8.502 -5.903 -11.639 0.4510 0.1860 -0.0027 -0.8728
N 7.626 -4.075 -12.697 0.3419 0.0054 -0.3253 -0.8568
H 8.817 -6.311 -10.773 0.1843 -0.1352 -0.1177 0.4352
H 8.190 -6.461 -12.409 -0.1603 -0.2287 0.2175 0.3871
H 7.127 -4.694 -13.307 -0.2285 0.0853 0.0962 0.3872
H 7.462 -3.087 -12.723 0.0670 0.0223 -0.1329 0.4023
C 9.299 -11.673 -7.806 0.8509 -0.6467 -1.3354 0.7689
O 9.698 -12.776 -8.170 -0.5286 -0.1725 0.3939 -0.6877
N 10.143 -10.814 -7.189 0.0561 0.7974 0.5000 -0.8438
N 8.084 -11.153 -8.133 0.0791 0.0542 0.3491 -0.8646
H 9.825 -9.972 -6.744 -0.0493 0.1118 0.0563 0.4041
H 11.101 -11.078 -7.075 -0.0347 -0.2034 0.0308 0.3985
H 7.357 -11.754 -8.469 0.0583 -0.0413 -0.0964 0.4067
H 8.001 -10.152 -8.178 -0.2828 -0.0118 0.3067 0.4072
```
Positions in Å, forces in eV/Å.

* DFT total energy: -2490.9058 Ha
* 2S+1: 1
* max |F|: 0.0585 hartree/bohr
* net charge: -1

[4]
Molecular formula: C7H10O2SSi
Method: DFT, the ωB97M-V functional and the def2-TZVPD basis

XYZ file:
```
21
Properties=species:S:1:pos:R:3:forces:R:3:nbo_charge:R:1
C 0.517 -0.777 2.214 2.3742 1.3696 -4.1997 -0.1951
C -0.445 -1.327 1.408 -0.3802 -0.3727 0.0192 -0.2101
C 1.701 -0.181 1.556 -3.1911 -1.5263 0.7065 -0.1846
C -0.314 -1.244 0.036 3.1618 1.4882 0.0227 -0.2291
C 1.887 -0.172 0.210 -1.1904 -0.1935 -1.7031 -0.2095
C 0.826 -0.668 -0.617 0.1658 -1.4649 1.9394 -0.0830
C 0.906 -0.796 -2.051 -2.5169 1.6188 0.5514 -0.3956
O -0.964 1.555 -3.469 0.0126 -0.6416 -0.1967 -0.9443
O 0.889 2.455 -2.167 0.6250 -0.5059 0.5644 -0.9310
Si -1.717 1.805 -0.613 -2.2655 0.2167 -3.4406 0.6771
S -0.121 1.422 -2.290 -0.9500 -0.1488 -0.7346 1.5975
H 0.331 -0.717 3.208 0.0723 0.1080 2.9936 0.2101
H -1.286 -1.879 1.842 0.1897 0.4022 -0.1549 0.2201
H 2.432 0.289 2.092 1.7204 0.9153 1.8605 0.2089
H -0.945 -1.693 -0.623 -2.2355 -1.3078 -1.4548 0.2018
H 2.796 0.229 -0.269 -0.5066 -0.1504 0.4400 0.2267
H 0.201 -1.594 -2.440 1.1606 1.3907 -0.1957 0.2337
H 1.790 -0.440 -2.527 0.5282 -0.3532 -0.5905 0.2290
H -0.897 1.835 0.443 1.5629 -0.6032 3.2067 -0.1739
H -2.983 1.062 -1.060 1.0932 -0.3022 0.8044 -0.1085
H -2.308 3.169 -0.665 0.5697 0.0610 -0.4383 -0.1403
```
Positions in Å, forces in eV/Å.

* DFT total energy: -1110.7419 Ha
* 2S+1: 1
* max |F|: 0.0975 hartree/bohr
* net charge: 0

| no. | HOMO-LUMO gap (eV) |
| --- | --- |
| 1 | 9.64 |
| 2 | 8.21 |
| 3 | 8.36 |
| 4 | 7.00 |